Run w
# C5H10NOS

The ion C5H10NOS with charge -1 (the ωB97M-V functional and the def2-TZVPD basis, the Open Molecules 2025 dataset).

Last column: Löwdin charge in e.
Cartesian coordinates (Å):
C (0.28, -1.55, -1.24)  -0.0879
C (0.90, -1.47, 0.16)  -0.2680
N (1.48, -0.19, 0.41)  0.0457
C (0.84, 0.98, 0.74)  -0.4958
O (1.48, 2.02, 0.61)  0.0093
C (-0.63, 0.94, 1.10)  -0.2060
C (-1.46, 1.54, -0.07)  -0.7488
S (-2.96, 0.56, -0.45)  0.0803
H (-0.14, -2.51, -1.52)  0.0676
H (-0.60, -0.90, -1.32)  0.0242
H (0.98, -1.08, -1.93)  0.0662
H (1.65, -2.26, 0.22)  0.1017
H (0.17, -1.71, 0.92)  0.1005
H (2.27, 0.02, -0.10)  0.0964
H (-0.96, -0.07, 1.28)  0.0514
H (-0.72, 1.59, 1.98)  0.1084
H (-0.88, 1.53, -0.99)  0.0259
H (-1.69, 2.56, 0.20)  0.0292

Results
Lowest unoccupied orbital energy   3.619 eV
Orbital gap   0.22724 hartree
Spin multiplicity   1
Charge   -1
SMILES   CCNC(=O)CC[S-]

=====

Run x
# C5H10NOS

The ion C5H10NOS with charge -1 (the ωB97M-V functional and the def2-TZVPD basis, the Open Molecules 2025 dataset).

Last column: Löwdin charge in e.
Cartesian coordinates (Å):
C (-0.90, -0.27, -1.38)  -0.0910
N (-0.43, 0.78, -0.48)  -0.1527
C (-0.97, 2.11, -0.68)  -0.0717
C (0.20, 0.54, 0.70)  -0.4840
O (0.58, 1.48, 1.40)  0.0119
C (0.32, -0.86, 1.23)  -0.2323
C (1.66, -1.53, 0.96)  -0.7292
S (1.72, -2.39, -0.66)  0.1221
H (-1.98, -0.33, -1.33)  0.0790
H (-0.51, -1.24, -1.04)  -0.0148
H (-0.42, -0.13, -2.35)  0.0874
H (-0.26, 2.82, -0.28)  0.0747
H (-1.16, 2.26, -1.74)  0.0779
H (-1.95, 2.21, -0.20)  0.0871
H (-0.38, -1.60, 0.88)  0.0721
H (0.15, -0.79, 2.31)  0.1069
H (1.87, -2.24, 1.76)  0.0267
H (2.48, -0.82, 0.92)  0.0297

Results
Lowest unoccupied orbital energy   3.587 eV
Orbital gap   0.22486 hartree
Spin multiplicity   1
Charge   -1
SMILES   CN(C)C(=O)CC[S-]

=====

Stability summary: most stable run w, least stable run x.

=====

Run w
# C5H6N2OS

A cluster of 2 separate species, C5H6N2OS in total (the ωB97M-V functional and the def2-TZVPD basis, the Open Molecules 2025 dataset).

Last column: Löwdin charge in e.
Cartesian coordinates (Å):
C (1.47, -0.69, 0.33)  -0.3228
C (1.42, 0.73, -0.14)  -0.7967
C (-0.58, 0.01, -0.07)  -0.5150
C (2.49, -1.48, 0.68)  0.0990
C (-1.94, 0.06, 0.04)  0.3512
N (0.11, -1.07, 0.32)  0.1159
N (0.12, 1.06, -0.34)  0.0867
O (-2.61, 2.65, 0.72)  -0.0938
S (2.78, 1.66, -0.21)  0.6633
H (2.21, -2.42, 1.03)  0.0496
H (3.44, -1.05, 0.57)  0.0418
H (-2.72, -0.59, -0.35)  0.0649
H (-0.33, -1.87, 0.84)  0.1917
H (-1.70, 2.51, 0.62)  -0.0480
H (-2.78, 3.56, 0.25)  0.1121

Results
Lowest unoccupied orbital energy (alpha / beta)   -2.565 / -2.567 eV
Orbital gap (alpha / beta)   0.21401 / 0.21394 hartree
Spin multiplicity   1

=====

Run x
# C5H6N2OS

A cluster of 2 separate species, C5H6N2OS in total (the ωB97M-V functional and the def2-TZVPD basis, the Open Molecules 2025 dataset).

Last column: Löwdin charge in e.
Cartesian coordinates (Å):
C (1.92, 1.50, -0.05)  -0.1236
C (0.69, 1.01, -0.23)  -0.0798
C (2.06, -0.65, 0.17)  -0.1762
C (-0.33, -1.21, 0.20)  -0.2456
C (-2.06, -0.31, -0.59)  -0.4290
N (2.76, 0.43, 0.21)  0.0630
N (0.76, -0.36, 0.02)  -0.0404
O (-0.29, -2.33, 0.61)  0.1039
S (-2.97, 0.67, 0.56)  0.6927
H (2.42, 2.48, -0.11)  0.1191
H (-0.20, 1.60, -0.47)  0.1065
H (2.33, -1.78, 0.18)  0.1715
H (-2.62, -1.19, -0.82)  0.0290
H (-1.58, 0.28, -1.26)  -0.0352
H (-2.89, -0.14, 1.58)  -0.1557

Results
Lowest unoccupied orbital energy   0.335 eV
Orbital gap   0.34312 hartree
Spin multiplicity   1

=====

Stability summary: most stable run x, least stable run w.

=====

Run w
# C3H14N2O3

A cluster of 4 separate species, C3H14N2O3 in total (the ωB97M-V functional and the def2-TZVPD basis, the Open Molecules 2025 dataset).

Last column: Löwdin charge in e.
Cartesian coordinates (Å):
C (-0.49, -2.26, 0.66)  -0.1076
C (-0.26, -0.97, 1.42)  -0.3011
N (1.16, -0.83, 1.64)  0.0137
C (1.79, 0.20, 1.27)  -0.3027
N (1.30, 1.36, 0.70)  0.0917
H (0.01, -3.06, 1.19)  0.0595
H (0.03, -2.22, -0.30)  0.0651
H (-1.52, -2.59, 0.53)  0.0674
H (-0.80, -0.99, 2.37)  0.1119
H (-0.74, -0.14, 0.89)  0.0585
H (2.87, 0.24, 1.33)  0.1102
H (1.92, 2.12, 0.50)  0.0857
H (0.31, 1.52, 0.55)  0.0448
O (-1.59, 0.58, -2.15)  -0.0670
H (-2.14, -0.12, -1.78)  0.0535
H (-0.69, 0.21, -2.16)  0.0099
O (-1.79, 1.73, 0.38)  -0.0893
H (-2.47, 2.41, 0.29)  0.0502
H (-1.52, 1.59, -0.56)  0.0113
O (1.19, 0.55, -2.31)  -0.0524
H (1.64, -0.07, -2.89)  0.0602
H (1.78, 0.76, -1.57)  0.0264

Results
Lowest unoccupied orbital energy   0.498 eV
Orbital gap   0.34720 hartree
Spin multiplicity   1
SMILES   CC/N=C\N.O.O.O

=====

Run x
# C3H14N2O3

A cluster of 4 separate species, C3H14N2O3 in total (the ωB97M-V functional and the def2-TZVPD basis, the Open Molecules 2025 dataset).

Last column: Löwdin charge in e.
Cartesian coordinates (Å):
C (1.08, -1.29, 2.89)  -0.0562
C (0.62, -0.63, 1.63)  -0.3936
N (-0.66, -0.01, 1.65)  0.0635
C (1.33, -0.59, 0.50)  -0.1681
N (0.87, 0.10, -0.66)  0.0192
H (1.09, -2.38, 2.83)  0.0777
H (2.06, -0.96, 3.21)  0.0732
H (0.37, -1.08, 3.70)  0.0658
H (-1.07, -0.03, 2.57)  0.0703
H (-0.64, 0.96, 1.31)  0.0951
H (2.32, -1.00, 0.45)  0.1077
H (-0.15, 0.12, -0.64)  0.0399
H (1.11, -0.45, -1.47)  0.0831
O (0.81, 1.86, -2.88)  -0.0748
H (1.58, 1.69, -3.42)  0.0428
H (1.06, 1.73, -1.95)  0.0129
O (-1.92, -1.10, -1.18)  -0.0592
H (-2.43, -1.88, -1.43)  0.0457
H (-2.19, -0.88, -0.28)  0.0280
O (-1.99, 2.18, -2.14)  -0.0724
H (-1.07, 2.38, -2.37)  -0.0087
H (-2.16, 1.26, -2.32)  0.0080

Results
Lowest unoccupied orbital energy   0.665 eV
Orbital gap   0.30754 hartree
Spin multiplicity   1
SMILES   C/C(N)=C/N.O.O.O

=====

Stability summary: most stable run w, least stable run x.

=====

Run w
# C3H14N2O3

A cluster of 4 separate species, C3H14N2O3 in total (the ωB97M-V functional and the def2-TZVPD basis, the Open Molecules 2025 dataset).

Last column: Löwdin charge in e.
Cartesian coordinates (Å):
C (-0.59, 1.48, 1.25)  -0.1007
C (-0.43, 0.23, 2.11)  -0.2922
N (-1.21, -0.85, 1.56)  -0.0149
C (-0.78, -1.80, 0.86)  -0.2845
N (0.48, -1.83, 0.22)  0.0718
H (-0.58, 2.40, 1.89)  0.0772
H (-1.62, 1.57, 0.98)  0.0508
H (0.19, 1.63, 0.52)  0.0601
H (-0.83, 0.37, 3.13)  0.1035
H (0.58, -0.19, 2.30)  0.1051
H (-1.46, -2.58, 0.52)  0.1089
H (1.01, -2.65, 0.50)  0.0808
H (1.18, -1.10, 0.34)  0.0378
O (0.63, 0.05, -2.93)  -0.0656
H (1.00, 0.24, -2.06)  -0.0185
H (-0.06, 0.69, -3.04)  0.0098
O (2.76, 0.43, -0.52)  -0.0417
H (3.35, 1.16, -0.29)  0.0554
H (3.14, -0.07, -1.23)  0.0395
O (-1.69, 1.39, -1.37)  -0.0560
H (-1.93, 0.66, -0.81)  0.0174
H (-2.48, 1.92, -1.55)  0.0560

Results
Lowest unoccupied orbital energy   0.467 eV
Orbital gap   0.34758 hartree
Spin multiplicity   1
SMILES   CC/N=C\N.O.O.O

=====

Run x
# C3H14N2O3

A cluster of 3 separate species, C3H14N2O3 in total (the ωB97M-V functional and the def2-TZVPD basis, the Open Molecules 2025 dataset).

Last column: Löwdin charge in e.
Cartesian coordinates (Å):
N (-0.72, 0.25, 1.61)  0.0077
C (-1.50, 1.02, 0.57)  -0.2716
N (-1.12, 0.77, -0.81)  -0.0970
C (0.05, 1.52, -1.20)  -0.2261
C (1.45, 0.91, -0.89)  -0.2256
O (2.09, 1.01, 0.40)  -0.1025
H (0.28, 0.45, 1.62)  0.0298
H (-0.81, -0.74, 1.42)  0.0082
H (-2.56, 0.67, 0.69)  0.1104
H (-1.35, 2.07, 0.83)  0.1003
H (-1.12, -0.22, -1.13)  0.0693
H (-0.25, 1.77, -2.26)  0.1273
H (0.06, 2.54, -0.79)  0.1063
H (1.46, -0.20, -0.92)  0.1098
H (2.12, 1.21, -1.70)  0.1060
H (2.45, 1.91, 0.41)  0.0832
O (-1.22, -2.02, -0.91)  -0.0757
H (-1.94, -2.24, -0.30)  0.0608
H (-0.51, -2.11, -0.23)  0.0019
O (0.90, -2.91, 0.83)  -0.0418
H (1.68, -2.42, 1.07)  0.0535
H (0.56, -3.25, 1.67)  0.0659

Results
Lowest unoccupied orbital energy   0.415 eV
Orbital gap   0.30686 hartree
Spin multiplicity   1
SMILES   NCNCCO.O.O

=====

Run y
# C3H14N2O3

A cluster of 3 separate species, C3H14N2O3 in total (the ωB97M-V functional and the def2-TZVPD basis, the Open Molecules 2025 dataset).

Last column: Löwdin charge in e.
Cartesian coordinates (Å):
N (-2.12, 0.05, 0.77)  0.0016
C (-1.11, -0.60, 1.60)  -0.2618
C (0.12, -1.14, 0.87)  -0.3773
N (1.09, -0.08, 0.61)  0.0468
C (-0.28, -1.77, -0.50)  -0.2355
O (0.83, -2.32, -1.18)  -0.0726
H (-2.50, 0.88, 1.22)  0.0664
H (-1.64, 0.53, 0.01)  0.0288
H (-0.64, 0.11, 2.30)  0.1064
H (-1.59, -1.24, 2.35)  0.1050
H (0.53, -1.96, 1.45)  0.1364
H (0.93, 0.39, -0.28)  0.0403
H (1.95, -0.55, 0.34)  0.0751
H (-0.69, -0.95, -1.08)  0.0967
H (-1.00, -2.58, -0.37)  0.1228
H (1.13, -3.14, -0.77)  0.0851
O (-0.39, 2.16, -1.61)  -0.0435
H (-0.42, 1.72, -2.47)  0.0710
H (-1.27, 2.44, -1.38)  0.0571
O (1.75, 2.57, -0.04)  -0.0891
H (1.46, 3.31, 0.50)  0.0391
H (1.19, 2.81, -0.80)  0.0014

Results
Lowest unoccupied orbital energy   0.301 eV
Orbital gap   0.33418 hartree
Spin multiplicity   1
SMILES   NC[C@H](N)CO.O.O

=====

Stability summary: most stable run w, least stable run x.

=====

Run w
# C4H7I

A structure of composition C4H7I (the ωB97M-V functional and the def2-TZVPD basis, the Open Molecules 2025 dataset).

Last column: Löwdin charge in e.
Cartesian coordinates (Å):
C (-1.17, 2.45, -0.06)  0.1468
C (-0.15, 0.20, 0.01)  -0.1093
C (0.84, -0.70, 0.12)  -0.7813
C (0.71, -2.24, 0.11)  -0.0951
I (2.70, 0.34, -0.33)  0.6997
H (-0.69, 3.00, 0.68)  -0.0202
H (-1.95, 1.82, 0.34)  -0.0075
H (-1.19, -0.05, -0.08)  0.0124
H (-1.05, 2.49, -1.12)  0.0034
H (-0.14, -2.37, -0.50)  0.0672
H (0.48, -2.34, 1.11)  0.0523
H (1.60, -2.59, -0.26)  0.0317

Results
Lowest unoccupied orbital energy   -0.555 eV
Orbital gap   0.28718 hartree
Spin multiplicity   1

=====

Run x
# C4H7I

A structure of composition C4H7I (the ωB97M-V functional and the def2-TZVPD basis, the Open Molecules 2025 dataset).

Last column: Löwdin charge in e.
Cartesian coordinates (Å):
C (0.25, -1.26, 0.11)  -0.1897
C (0.01, 0.22, 0.44)  -0.4156
C (1.07, -0.20, -0.51)  -0.8105
C (-1.25, 0.97, 0.08)  -0.0834
I (3.13, 0.13, -0.15)  0.7572
H (0.75, -1.83, 0.82)  0.0581
H (-0.42, -2.00, -0.42)  0.1310
H (0.46, 0.54, 1.34)  0.0938
H (0.81, 0.05, -1.87)  0.1895
H (-1.75, 0.35, -0.70)  0.0826
H (-0.98, 2.07, -0.03)  0.0968
H (-2.06, 0.95, 0.89)  0.0902

Results
Lowest unoccupied orbital energy   0.540 eV
Orbital gap   0.36252 hartree
Spin multiplicity   1

=====

Stability summary: most stable run x, least stable run w.

=====

Run w
# C4H5FN2O

A cluster of 2 separate species, C4H5FN2O in total (the ωB97M-V functional and the def2-TZVPD basis, the Open Molecules 2025 dataset).

Last column: Löwdin charge in e.
Cartesian coordinates (Å):
C (0.04, 0.21, 0.01)  -0.2381
C (-1.21, -0.67, 0.13)  -0.3182
C (1.17, -0.48, 0.05)  -0.3388
C (2.47, 0.00, 0.04)  -0.1271
H (1.05, 2.07, -0.15)  0.1446
H (-0.82, 2.19, 0.07)  0.1349
H (-0.85, -1.51, -0.57)  0.1480
H (-1.27, -0.97, 1.20)  0.1432
H (-2.98, -0.97, -0.45)  0.3148
N (0.08, 1.60, -0.01)  0.1070
N (3.71, 0.20, -0.11)  0.1280
O (-2.26, 0.13, -0.16)  -0.1155
F (0.89, -1.79, -0.08)  0.0171

Results
Lowest unoccupied orbital energy   -0.529 eV
Orbital gap   0.29095 hartree
Spin multiplicity   1

=====

Run x
# C4H5FN2O

The molecule C4H5FN2O (the ωB97M-V functional and the def2-TZVPD basis, the Open Molecules 2025 dataset).

Last column: Löwdin charge in e.
Cartesian coordinates (Å):
O (2.33, -1.62, -1.21)  0.0439
C (1.23, -0.89, -0.82)  -0.3552
C (0.56, -0.81, 0.38)  -0.0190
C (-0.38, 0.20, 0.29)  -0.2434
C (-1.18, 1.06, 1.31)  -0.1132
F (-2.13, 1.84, 0.68)  -0.0239
N (-0.57, 0.27, -1.00)  -0.0109
N (0.48, -0.18, -1.79)  0.1023
H (2.29, -1.91, -2.14)  0.1120
H (0.69, -1.07, 1.53)  0.1519
H (-0.51, 1.53, 2.00)  0.1183
H (-1.73, 0.53, 2.04)  0.1049
H (-1.08, 1.06, -1.27)  0.1322

Results
Lowest unoccupied orbital energy   0.855 eV
Orbital gap   0.36490 hartree
Spin multiplicity   1
SMILES   Oc1cc(CF)[nH]n1

=====

Stability summary: most stable run x, least stable run w.